(1)
DFT (ωB97M-V with the def2-TZVPD basis set) results for C2H38BeFO19 as an isolated structure at a distorted geometry.

As for the gap between HOMO and LUMO: 0.2978 Ha. The total charge is -1. Its energy relative to the best compared isomer or geometry (same formula, charge and spin) is 1.3306 eV. The calculation puts the highest occupied orbital energy at -6.30 eV.

CARTESIAN COORDINATES (ANGSTROEM)
Be -1.4486 -0.7698 0.9761
F -2.8517 -1.3922 1.0915
O -0.4459 -1.5606 0.0855
C 0.4292 -0.4256 -0.1299
C -0.5525 0.5757 -0.5150
O -1.3930 0.7098 0.5447
H 1.1540 -0.6955 -0.9421
H 0.9412 -0.2977 0.7314
H -1.1800 0.2572 -1.3095
H -0.1128 1.6460 -0.5139
O 0.6040 4.0240 -0.9505
H -0.1672 3.5019 -0.9976
H 0.5450 4.7216 -0.3150
O 3.3045 0.3805 1.7255
H 3.5024 1.2929 1.7818
H 3.2021 0.1826 0.7926
O 1.2330 1.7042 -2.6236
H 1.2112 2.3073 -1.9286
H 2.0434 2.0840 -3.0259
O 0.3392 -3.3338 -1.6019
H 0.6586 -2.7603 -2.2560
H 0.0955 -2.7863 -0.8216
O 3.4941 -2.1408 -0.1970
H 2.9556 -1.7459 -0.9156
H 3.0634 -3.0110 -0.2197
O 1.0322 1.1273 3.8806
H 0.4592 1.6256 4.4457
H 1.0122 1.5276 2.9735
O 0.7769 -3.3151 1.7088
H 1.4023 -3.7364 1.1124
H 0.1385 -2.9508 1.0872
O -2.3363 -2.0162 -2.4948
H -1.3990 -1.8588 -2.7779
H -2.8537 -2.4357 -3.2486
O 0.8882 2.3851 1.5428
H 0.5958 1.8377 0.8341
H 1.7769 2.6694 1.3132
O -2.1147 -3.9981 -0.3537
H -1.2848 -4.5142 -0.3175
H -1.9690 -3.4191 -1.0602
O -3.8535 0.3905 -1.7553
H -3.1510 0.7770 -2.2186
H -3.5056 -0.4838 -1.7373
O -3.2057 2.0843 3.0722
H -3.3746 1.8661 2.1733
H -3.4109 3.0025 3.1427
O -1.3305 1.3740 -3.4849
H -0.4717 1.4113 -3.1484
H -1.7470 2.1993 -3.3556
O 3.3296 0.1955 -1.8436
H 3.3253 -0.5209 -2.4825
H 2.4881 0.6321 -1.9073
O -2.2946 3.1870 -0.1026
H -2.4578 3.2563 -1.0522
H -2.0952 2.2509 0.1415
O 2.4923 -1.7843 3.0764
H 1.8212 -2.2211 2.5632
H 2.5262 -0.9578 2.6108
O -0.6310 -0.8407 2.7278
H 0.1085 -0.3446 3.0500
H -1.3120 -0.8701 3.4189


(2)
DFT (ωB97M-V with the def2-TZVPD basis set) results for C2H38BeFO19 as an isolated structure at a distorted geometry.

As for the gap between HOMO and LUMO: 0.2780 Ha. The total charge is -1. Its energy relative to the best compared isomer or geometry (same formula, charge and spin) is 0.0000 eV. The calculation puts the highest occupied orbital energy at -6.10 eV.

CARTESIAN COORDINATES (ANGSTROEM)
Be -15.4480 -12.1440 4.5680
F -15.7410 -10.6850 4.8810
O -15.7630 -11.2430 0.5710
C -15.5520 -11.2840 1.9410
C -14.8320 -12.5470 2.2450
O -14.4480 -12.7090 3.5450
H -16.4350 -11.2900 2.4810
H -15.1150 -10.3800 2.1780
H -13.8910 -12.7450 1.7840
H -15.4570 -13.3430 1.9560
O -12.1770 -14.1710 3.1970
H -11.7300 -14.0620 2.3740
H -13.0580 -13.7850 3.2220
O -15.1340 -8.2940 3.8120
H -15.3580 -9.1090 4.2700
H -15.9840 -8.0040 3.4590
O -14.3060 -15.2640 -0.1520
H -14.2370 -15.5390 0.7590
H -15.2220 -15.4270 -0.2840
O -18.4780 -9.8090 1.9380
H -18.0520 -10.3220 1.2750
H -19.4090 -9.8360 1.6990
O -14.2760 -12.5130 -0.9930
H -14.8450 -12.1740 -0.2880
H -14.4500 -13.4290 -0.8840
O -19.5110 -13.0550 3.0180
H -19.0850 -12.4610 2.4210
H -19.7350 -12.4840 3.7760
O -16.1600 -8.4970 0.4250
H -15.9980 -9.4510 0.5130
H -16.5730 -8.2870 1.2710
O -16.8920 -13.0070 4.5510
H -17.3560 -13.5520 3.9260
H -17.4350 -12.6550 5.2720
O -18.2690 -12.4190 0.5220
H -18.1530 -13.2430 0.1370
H -17.3350 -12.1010 0.6550
O -14.7240 -12.6120 6.1960
H -14.2820 -13.4780 6.2410
H -14.1850 -11.9870 6.7130
O -14.9490 -16.1910 2.5910
H -15.7620 -15.6520 2.7690
H -14.6960 -16.4920 3.4600
O -13.4880 -9.8230 0.0500
H -13.6500 -9.0000 0.5930
H -14.2700 -10.4080 0.2340
O -12.1250 -11.2950 2.0270
H -12.4920 -10.7940 1.3080
H -12.8030 -11.8200 2.4670
O -16.6480 -10.9640 -1.8310
H -16.3980 -11.1320 -0.8720
H -15.8440 -10.6040 -2.1500
O -13.5410 -7.7130 1.8070
H -13.9640 -6.9100 1.6270
H -13.9940 -8.0120 2.6080
O -18.3050 -9.6250 4.6590
H -17.4160 -9.9640 4.7250
H -18.4180 -9.6480 3.7180
O -17.4500 -14.8880 2.5040
H -17.0560 -14.6820 1.6410
H -18.3000 -15.3240 2.3250


(3)
DFT (ωB97M-V with the def2-TZVPD basis set) results for a 17-piece molecular cluster, C2H39N2O16 overall at a distorted geometry.

As for the gap between HOMO and LUMO: 0.3736 Ha. The total charge is +1. Its energy relative to the best compared isomer or geometry (same formula, charge and spin) is 0.9777 eV. The calculation puts the highest occupied orbital energy at -12.69 eV.

CARTESIAN COORDINATES (ANGSTROEM)
C -1.0866 2.0506 0.8996
N -0.1031 2.0981 -0.1801
C 0.1423 0.9517 -0.7784
N 0.9963 0.8594 -1.7635
H -0.8320 2.8822 1.5494
H -1.3019 1.1503 1.5116
H -2.1325 2.3089 0.5368
H 0.4754 2.9049 -0.3474
H -0.3684 0.0512 -0.4108
H 1.4859 1.7033 -2.1382
H 1.2087 -0.0532 -2.1529
H 1.9202 4.0412 -1.6322
H 2.9659 3.5430 -2.5514
O 2.0021 3.4985 -2.4452
H -1.5249 -0.5696 -4.0189
H -0.1806 0.2287 -4.0150
O -0.6027 -0.5915 -4.2946
H -0.0435 -1.6869 -3.0418
H 1.4500 -1.8391 -2.6853
O 0.5727 -1.9756 -2.3087
H 3.1358 -4.0585 -0.6920
H 2.6245 -4.0973 0.8257
O 3.3519 -3.8710 0.2235
H -2.5529 -1.2519 4.4285
H -1.8639 -1.4461 3.2659
O -2.6870 -0.9154 3.5246
H -2.6613 0.0883 -1.3340
H -2.2195 -1.3828 -1.1156
O -1.9560 -0.5448 -1.5264
H 2.2603 4.8932 0.7208
H 2.3742 3.4037 0.5913
O 1.8476 4.1470 0.2658
H -3.9524 3.5084 -1.3463
H -3.6480 2.8263 0.1859
O -3.9463 2.7933 -0.7202
H 0.2547 -1.5570 4.0792
H 0.2205 -2.4583 2.8838
O -0.3701 -2.0982 3.5690
H 2.8131 0.1282 1.1494
H 2.9138 1.6405 1.5691
O 2.3128 0.9547 1.2775
H 0.9788 -4.8268 2.4440
H 0.5406 -3.7539 1.4874
O 1.2765 -3.9730 2.1020
H -3.5577 -2.7909 0.7043
H -3.0805 -1.6047 1.3535
O -2.8000 -2.1893 0.6223
H -1.1076 -2.7939 0.3558
H -0.3144 -3.5763 -0.8350
O -0.4398 -3.4556 0.1107
H -3.5588 2.0064 3.3759
H -2.6642 0.8113 3.4587
O -2.6856 1.7269 3.0752
H 0.0005 2.5194 -4.3472
H 1.5400 2.5828 -3.9762
O 0.8116 2.0088 -4.2548
H 3.4453 -2.1235 0.4900
H 4.4151 -1.5304 1.5284
O 3.9049 -1.2958 0.7462


(4)
DFT (ωB97M-V with the def2-TZVPD basis set) results for C2H3AgF as an isolated structure.

As for the gap between HOMO and LUMO (alpha / beta): 0.3284 / 0.3179 Ha. As for the expectation value of S²: 0.7611. Its energy relative to the best compared isomer or geometry (same formula, charge and spin) is 0.1119 eV. The calculation puts the highest occupied orbital energy (alpha / beta) at -9.77 / -9.84 eV. The spin multiplicity is 2.

CARTESIAN COORDINATES (ANGSTROEM)
H 1.9219 -0.3353 2.2740
C 1.1484 -0.5842 3.0238
C 0.7985 -0.1726 4.2215
F 0.6914 -4.4726 4.2546
H 1.3985 0.5720 4.7649
H -0.1005 -0.5422 4.7303
Ag 1.9697 -2.8509 4.4986


(5)
DFT (ωB97M-V with the def2-TZVPD basis set) results for one molecule with the formula C2H3BF2O at a distorted geometry.

As for the gap between HOMO and LUMO: 0.3797 Ha. The SMILES is BO/C(F)=C\F. Its energy relative to the best compared isomer or geometry (same formula, charge and spin) is 2.6116 eV. The calculation puts the highest occupied orbital energy at -9.67 eV.

CARTESIAN COORDINATES (ANGSTROEM)
B 1.7347 -0.0730 0.2224
O 0.5374 0.4509 0.3037
C -0.4838 -0.2652 -0.1794
F -0.3193 -1.4858 -0.7537
C -1.6733 0.3049 -0.0691
F -1.6615 1.5880 0.3705
H 2.0362 -1.2932 -0.0146
H 2.5062 0.7925 0.3965
H -2.6766 -0.0190 -0.2763


(6)
DFT (ωB97M-V with the def2-TZVPD basis set) results for C2H3BiO2 as an isolated structure at a distorted geometry.

As for the gap between HOMO and LUMO (alpha / beta): 0.2630 / 0.3060 Ha. The total charge is +1. As for the expectation value of S²: 0.8225. The calculation puts the highest occupied orbital energy (alpha / beta) at -13.73 / -14.88 eV. The spin multiplicity is 2.

CARTESIAN COORDINATES (ANGSTROEM)
O 2.6068 0.1415 0.7877
C 0.6332 1.0370 0.1353
O -0.5358 0.7326 0.4526
C -1.2011 -0.4866 -0.0296
H -1.9450 -0.1813 -0.7703
H -0.4445 -1.1633 -0.4403
H -1.6833 -0.9187 0.8504
Bi 2.5698 0.8388 -0.9859


(7)
DFT (ωB97M-V with the def2-TZVPD basis set) results for C2H3Br2FO as an isolated structure at a distorted geometry.

As for the gap between HOMO and LUMO: 0.2824 Ha. Its energy relative to the best compared isomer or geometry (same formula, charge and spin) is 2.6457 eV. The calculation puts the highest occupied orbital energy at -10.33 eV.

CARTESIAN COORDINATES (ANGSTROEM)
C 0.9679 -0.6350 0.4896
C -0.1333 -0.0167 -0.4020
O -1.0783 0.8190 0.0402
F -0.5857 -0.9019 -1.2475
Br 1.2934 1.2544 -1.8626
Br 0.4977 -2.2144 2.4290
H 1.7304 -1.1246 -0.2372
H 1.5459 -0.0701 1.1876
H -1.9177 0.6641 -0.3472


(8)
DFT (ωB97M-V with the def2-TZVPD basis set) results for one molecule with the formula C2H3Br2FO at a distorted geometry.

As for the gap between HOMO and LUMO (alpha / beta): 0.2278 / 0.2100 Ha. As for the expectation value of S²: 2.0061. Its energy relative to the best compared isomer or geometry (same formula, charge and spin) is 2.3712 eV. The calculation puts the highest occupied orbital energy (alpha / beta) at -5.63 / -10.11 eV. The spin multiplicity is 3.

CARTESIAN COORDINATES (ANGSTROEM)
C 0.4571 -0.7317 -0.5572
C -0.4303 0.2680 0.1269
O -0.2922 0.4711 1.4753
F -0.3972 1.4859 -0.4950
Br 2.3693 -0.1788 -0.2726
Br -2.2929 -0.2797 -0.3169
H 0.1092 -0.5683 -1.6595
H 0.4732 -1.7907 -0.0686
H 0.0039 1.3243 1.7674


(9)
DFT (ωB97M-V with the def2-TZVPD basis set) results for a 2-piece molecular cluster, C2H3Br2N overall at a distorted geometry.

As for the gap between HOMO and LUMO (alpha / beta): 0.2416 / 0.3109 Ha. As for the expectation value of S²: 2.0100. Its energy relative to the best compared isomer or geometry (same formula, charge and spin) is 1.6222 eV. The calculation puts the highest occupied orbital energy (alpha / beta) at -5.94 / -10.98 eV. The spin multiplicity is 3.

CARTESIAN COORDINATES (ANGSTROEM)
C -0.1527 -0.2314 -0.6515
C -1.3812 0.3147 -0.5687
N 0.8845 -0.7572 -0.8839
Br 2.1451 0.6310 1.9533
Br -2.5694 -0.7753 0.3393
H 1.1286 0.1446 0.9966
H -1.7852 1.1410 -0.7194
H 1.7304 -0.4674 -0.4656


(10)
DFT (ωB97M-V with the def2-TZVPD basis set) results for a 2-piece molecular cluster, C2H3Br2N3 overall at a distorted geometry.

As for the gap between HOMO and LUMO (alpha / beta): 0.2384 / 0.1822 Ha. Its energy relative to the best compared isomer or geometry (same formula, charge and spin) is 4.2087 eV. The calculation puts the highest occupied orbital energy (alpha / beta) at -8.64 / -7.88 eV.

CARTESIAN COORDINATES (ANGSTROEM)
C -0.8976 0.2190 0.7865
C 0.2928 0.0594 -1.0933
N -0.6887 1.4830 0.1737
N 0.0083 1.3387 -0.8849
N -0.2694 -0.7081 -0.1424
Br 3.1939 0.2388 0.2765
Br -0.1111 -2.5116 0.1074
H -0.4165 0.1931 1.7760
H -1.9652 0.0079 0.9246
H 0.8535 -0.3202 -1.9241


(11)
DFT (ωB97M-V with the def2-TZVPD basis set) results for a 2-piece molecular cluster, C2H3BrClF overall at a distorted geometry.

As for the gap between HOMO and LUMO: 0.3794 Ha. The SMILES is F/C=C/Br.Cl. Its energy relative to the best compared isomer or geometry (same formula, charge and spin) is 1.0615 eV. The calculation puts the highest occupied orbital energy at -9.65 eV.

CARTESIAN COORDINATES (ANGSTROEM)
F -0.7434 -1.2009 -0.3425
C 0.1830 -0.3206 0.0511
C 1.4355 -0.3910 -0.3378
Br 2.7477 0.7626 0.2451
H -0.1603 0.3141 0.7488
H 1.7059 -1.1582 -1.1243
Cl -2.6425 1.5427 0.8007
H -2.5258 0.4512 -0.0411


(12)
DFT (ωB97M-V with the def2-TZVPD basis set) results for a 2-piece molecular cluster, C2H3BrClF overall.

As for the gap between HOMO and LUMO (alpha / beta): 0.3345 / 0.2938 Ha. Its energy relative to the best compared isomer or geometry (same formula, charge and spin) is 3.8166 eV. The calculation puts the highest occupied orbital energy (alpha / beta) at -8.55 / -8.44 eV.

CARTESIAN COORDINATES (ANGSTROEM)
C 0.8396 -0.9007 -0.9953
C -0.8908 0.8242 0.8131
F 1.3908 0.0860 -1.6947
Cl 0.0971 2.1585 1.1818
Br -1.1045 -0.4909 2.1438
H -0.0140 -1.3595 -1.4553
H 1.4677 -1.3447 -0.2461
H -1.7859 1.0271 0.2527